[1]
Here is a cluster of 2 separate species, Br2ClOPS2 in total at a distorted geometry from OMol25. Energies are from wB97M-V/def2-TZVPD.

Structure (XYZ):
```
7
Properties=species:S:1:pos:R:3:forces:R:3
O -2.075263 0.515955 -0.902380 -0.7477 0.3775 0.0349
P -0.749973 0.280823 -0.379664 2.0877 -0.3497 -0.8547
S -0.131390 -1.769745 -0.583170 0.0760 0.6647 -0.0793
S -0.317216 1.075192 1.530224 0.5222 -0.0163 -0.7242
Cl 0.922777 1.420497 -2.682160 -1.0837 -0.8842 1.9481
Br 0.462525 -2.499554 1.379864 -0.1059 0.2463 -0.1257
Br 1.888540 0.976832 1.637286 -0.7485 -0.0382 -0.1991
```
Forces are in eV/Å.

Orbital gap (spin up / spin down): 6.60 / 6.66 eV
LUMO energy (spin up / spin down): -3.2330 / -3.2131 eV
Spin multiplicity: 1


[2]
Here is the molecule Br2ClOPS2 at a distorted geometry from OMol25. Energies are from wB97M-V/def2-TZVPD.

Structure (XYZ):
```
7
Properties=species:S:1:pos:R:3:forces:R:3
O 1.416568 -0.438653 -0.565664 0.4511 -0.1979 0.0405
P 0.054881 -0.157919 -0.148997 -1.7955 -1.0142 -0.4457
Cl -1.416084 -1.613102 -0.883131 1.3677 1.6314 0.5135
S -0.706980 1.704199 -0.864436 -0.2692 -1.0326 0.1552
Br 0.868907 2.811295 0.098139 0.3081 0.4519 0.1470
S -0.165283 -0.291622 1.950114 0.2707 0.0494 -0.6363
Br -2.299977 -0.008110 2.058103 -0.3330 0.1120 0.2258
```
Forces are in eV/Å.

Orbital gap: 9.03 eV
LUMO energy: -1.0486 eV
Spin multiplicity: 1


[3]
Here is a cluster of 2 separate species, Br2H2N2S in total at a distorted geometry from OMol25. Energies are from wB97M-V/def2-TZVPD.

Structure (XYZ):
```
7
Properties=species:S:1:pos:R:3:forces:R:3
N -1.781748 0.252013 0.565211 -1.5710 -2.9887 0.7705
N 2.025176 -0.107361 1.220728 -0.3957 1.2287 2.5503
S 2.301357 -0.826517 0.044721 0.6122 -1.1817 -2.0625
Br -0.946878 -1.032619 -0.489355 -0.1222 -1.3950 -0.5672
Br 2.168481 0.468604 -1.854300 0.1281 0.0845 -0.4152
H -1.096513 0.900664 0.424334 1.1291 3.2891 -0.2803
H -2.669875 0.345215 0.088661 0.2195 0.9632 0.0045
```
Forces are in eV/Å.

Orbital gap: 8.28 eV
LUMO energy: -1.3959 eV
Spin multiplicity: 1


[4]
Here is the molecule Br2H2NP at a distorted geometry from OMol25. Energies are from wB97M-V/def2-TZVPD.

Structure (XYZ):
```
6
Properties=species:S:1:pos:R:3:forces:R:3
N 0.771092 0.135267 0.521000 -2.7513 3.2552 -0.1126
P -0.275098 -0.889317 -0.286948 1.8697 0.0114 -2.2806
Br -0.962070 0.691779 -1.811638 -0.2171 -0.3918 0.0660
Br -1.889231 -1.007442 1.010470 -2.2200 0.0037 1.6383
H 0.668704 1.142534 0.182227 -0.0441 -1.7045 1.0577
H 1.686603 -0.072823 0.384889 3.3628 -1.1740 -0.3688
```
Forces are in eV/Å.

Orbital gap: 9.62 eV
LUMO energy: 0.1010 eV
Spin multiplicity: 1


[5]
Here is a cluster of 2 separate species, Br2H4Si2 in total at a distorted geometry from OMol25. Energies are from wB97M-V/def2-TZVPD.

Structure (XYZ):
```
8
Properties=species:S:1:pos:R:3:forces:R:3
Si -0.026231 -0.890526 -1.106617 1.9410 -0.5106 -2.6253
Si 0.865324 1.060617 1.528289 -0.7550 0.0483 0.5140
Br -1.390268 0.823165 -1.166362 -0.1720 0.5195 0.4692
Br -0.475175 0.287216 3.275476 0.5091 0.3345 -0.7203
H -0.550107 -1.694460 -2.334387 0.2675 0.1144 1.4601
H 1.413085 -0.437502 -1.761430 -1.7615 -0.4552 1.3110
H 0.092715 -1.494337 0.262754 -0.1930 0.0909 -0.6373
H 0.070657 2.345826 1.302277 0.1638 -0.1419 0.2286
```
Forces are in eV/Å.

Orbital gap: 7.81 eV
LUMO energy: -1.3087 eV
Spin multiplicity: 1


[6]
Here is the molecule Br2H4Si2 at a distorted geometry from OMol25. Energies are from wB97M-V/def2-TZVPD.

Structure (XYZ):
```
8
Properties=species:S:1:pos:R:3:forces:R:3
Si -1.263426 0.016134 -0.441058 0.9694 -0.0806 -0.6471
Si 0.930873 -0.046870 0.684658 1.4061 0.2749 -0.0890
Br 2.190510 -1.876884 -0.064946 -0.9911 1.0613 0.5034
Br 2.112545 1.805840 0.032337 -0.5190 -0.5194 -0.1566
H -1.319863 -0.841002 -1.628609 0.6131 -0.3635 -0.1469
H -2.346092 -0.528238 0.300049 -0.7426 -0.1790 1.0874
H -1.613737 1.301356 -1.052219 0.1855 0.4791 0.4308
H 1.309187 0.169666 2.169789 -0.9214 -0.6727 -0.9819
```
Forces are in eV/Å.

Orbital gap: 10.18 eV
LUMO energy: -0.1195 eV
Spin multiplicity: 1


[7]
Here is the molecule Br2HOP from OMol25. Energies are from wB97M-V/def2-TZVPD.

Structure (XYZ):
```
5
Properties=species:S:1:pos:R:3:forces:R:3
O -0.617890 -0.192460 -0.468562 -0.4738 0.1209 -0.1237
P -0.339829 -1.577437 -1.261511 0.3031 0.0138 0.1448
Br 0.817508 -0.809434 -3.024891 0.0216 -0.0211 -0.0640
Br -2.349644 -1.770710 -2.136486 -0.1621 -0.0079 -0.0761
H 0.069312 0.096004 0.135679 0.3112 -0.1056 0.1191
```
Forces are in eV/Å.

Orbital gap: 9.95 eV
LUMO energy: 0.2170 eV
Spin multiplicity: 1


[8]
Here is a cluster of 2 separate species, Br2HP in total at a distorted geometry from OMol25. Energies are from wB97M-V/def2-TZVPD.

Structure (XYZ):
```
4
Properties=species:S:1:pos:R:3:forces:R:3
P -2.007855 0.098465 0.954931 3.0111 0.3889 -0.3839
Br -3.093834 -1.424526 -0.178393 0.1457 -0.1966 -0.3053
Br -2.575972 1.941278 -0.081320 -0.1763 0.2718 -0.1570
H 0.035592 0.213515 0.239622 -2.9805 -0.4640 0.8462
```
Forces are in eV/Å.

Orbital gap: 8.19 eV
LUMO energy: -1.0586 eV
Spin multiplicity: 1


[9]
Here is the molecule Br3H3Si2 at a distorted geometry from OMol25. Energies are from wB97M-V/def2-TZVPD.

Structure (XYZ):
```
8
Properties=species:S:1:pos:R:3:forces:R:3
Si 0.331121 0.614008 1.308084 1.6964 -2.9478 -1.3128
Si -0.215375 -0.408054 -0.897769 0.5587 1.1912 -1.3725
Br -0.950262 1.088628 -2.563943 0.3075 -0.4742 1.2323
Br 1.152086 -1.605935 -2.256694 0.0034 0.2611 0.8216
Br -1.900844 -1.719044 -0.543183 -0.6602 -0.4739 0.3141
H -0.561271 -0.260280 2.034309 -0.6516 0.3225 0.6179
H 1.739950 0.312395 1.760366 -0.5112 -0.2062 -0.2819
H 0.404595 1.978282 1.158830 -0.7432 2.3274 -0.0188
```
Forces are in eV/Å.

Orbital gap: 9.96 eV
LUMO energy: -0.1732 eV
Spin multiplicity: 1